DFT (ωB97M-V/def2-TZVPD) results for a cluster of 6 separate species, C35H65N2O20P in total in a non-equilibrium geometry.

The geometry in XYZ format:
```
123
Properties=species:S:1:pos:R:3:forces:R:3:lowdin_charge:R:1
P 0.233 -0.104 0.014 1.6 -0.1 -1.6 0.915
O -3.844 -5.447 -4.736 0.3 0.5 -0.4 -0.045
O 4.265 -5.011 3.197 0.1 0.1 0.0 0.122
O -6.086 -1.608 0.536 0.0 0.0 0.1 0.123
O 1.592 4.418 1.957 1.0 1.3 -0.6 0.136
O -1.357 1.981 4.422 -0.9 -0.3 -0.2 0.128
O 1.936 7.403 -1.578 -0.1 0.0 -0.1 -0.006
O -4.049 -10.579 0.067 -0.1 0.0 0.0 0.002
O -2.214 -4.001 -5.353 0.0 -0.1 0.0 0.130
O -2.074 1.498 1.674 -1.8 -0.5 -0.2 0.109
O 5.595 -3.438 4.132 0.0 0.0 -0.1 0.001
O 2.374 1.836 0.513 0.0 1.0 0.1 -0.052
O 4.448 -2.907 2.381 0.2 0.0 0.0 0.038
O 2.005 8.556 -3.403 -0.1 -0.1 0.0 0.034
O -5.277 -1.345 2.635 0.1 -0.1 0.0 0.040
O 0.603 9.221 -1.752 0.0 -0.1 0.0 0.126
O -3.969 -9.517 -1.811 -0.1 -0.2 0.0 0.038
O -2.792 -4.333 -3.195 0.0 -0.1 0.0 0.022
O -6.597 -3.008 2.238 0.1 0.1 0.0 0.006
O -0.004 -1.487 0.895 -1.6 1.4 -0.1 -0.313
O -5.285 -8.698 -0.161 0.0 -0.1 0.0 0.119
N 1.152 2.760 5.730 0.5 0.0 -0.1 -0.108
N -1.182 0.123 -0.955 0.1 0.8 1.4 -0.171
C 0.224 1.352 1.148 -1.9 -1.2 0.4 -0.189
C -0.605 2.255 3.355 -0.3 -0.4 0.2 -0.208
C 1.177 3.321 2.169 -0.8 -1.0 0.8 -0.258
C -4.082 -5.666 -6.129 -0.2 -0.2 -0.2 -0.032
C 4.723 -3.898 3.227 -0.1 0.1 0.0 -0.609
C 1.427 8.468 -2.203 0.1 0.1 0.0 -0.606
C 5.913 -4.375 5.162 0.1 -0.1 0.2 -0.045
C 3.493 -3.214 1.352 -0.4 -0.1 -0.3 -0.198
C -4.335 -8.415 -2.660 0.0 0.4 -0.2 -0.200
C -1.827 -3.353 -2.775 0.3 0.5 0.2 -0.192
C -7.473 -3.709 1.352 -0.2 -0.2 -0.1 -0.037
C 0.438 3.052 3.442 1.6 0.7 -0.5 -0.086
C -5.513 1.021 2.079 -0.3 0.0 0.0 -0.057
C -4.579 -0.162 2.217 0.1 0.4 -0.1 -0.227
C 2.239 10.963 -3.735 0.1 0.0 0.3 -0.067
C 2.319 1.895 5.454 -0.4 0.0 0.1 -0.099
C 4.945 5.466 -0.470 -1.3 -0.1 0.0 -0.049
C 4.329 2.439 -0.755 -1.0 -1.0 -0.9 -0.317
C 4.771 3.331 -1.933 0.2 0.5 1.1 -0.163
C 1.285 2.139 1.221 0.4 0.1 -0.2 -0.221
C 1.599 9.674 -4.205 -0.1 0.4 -0.3 -0.212
C -2.312 -1.942 -3.019 -0.2 0.0 -0.5 -0.070
C -3.613 -7.141 -2.282 0.0 0.1 0.3 -0.060
C 5.172 5.544 -2.953 0.3 -0.8 0.3 -0.079
C 2.076 -3.228 1.882 0.2 -0.3 0.5 -0.077
C -5.993 -1.952 1.687 -0.1 0.0 0.1 -0.607
C -0.942 1.690 2.004 2.0 0.0 0.5 -0.307
C -2.873 -4.540 -4.504 -0.1 0.2 0.0 -0.598
C -4.484 -10.654 1.425 0.0 -0.1 0.2 -0.045
C 4.068 1.030 -1.331 0.8 0.3 -0.2 -0.070
C 0.931 3.752 4.682 -0.3 0.0 0.3 -0.166
C -4.515 -9.514 -0.597 0.1 0.1 -0.1 -0.609
C 1.482 7.232 -0.233 0.0 -0.2 0.3 -0.033
C 3.059 2.968 -0.057 1.8 -0.2 0.1 -0.124
C 4.440 4.824 -1.788 1.1 0.5 -1.0 -0.406
H -4.786 -6.491 -6.206 0.0 0.0 0.2 0.094
H 4.076 5.742 0.133 0.1 0.0 0.2 0.057
H -4.032 -0.352 1.294 -0.1 -0.1 -0.1 0.112
H 2.688 1.987 4.430 -0.1 0.1 0.0 0.074
H 5.551 4.805 0.148 0.3 0.0 -0.2 0.083
H 1.368 -3.376 1.073 0.0 0.0 0.0 0.064
H -2.532 -7.304 -2.266 0.0 0.0 -0.1 0.093
H 1.888 8.019 0.402 -0.1 0.1 0.0 0.105
H 2.009 0.859 5.590 0.3 -0.1 0.1 0.075
H -6.071 1.176 3.005 0.1 0.0 0.1 0.084
H -8.342 -3.095 1.122 0.1 0.0 -0.1 0.098
H 4.743 5.302 -3.925 -0.2 0.3 0.0 0.077
H 3.324 10.858 -3.696 0.0 0.0 -0.1 0.082
H -1.607 -1.221 -2.614 -0.1 -0.3 0.0 0.028
H 1.928 9.449 -5.218 0.1 -0.2 0.1 0.121
H 3.752 -4.157 0.868 0.1 -0.1 0.2 0.125
H 1.848 -2.290 2.384 0.0 0.1 -0.1 0.070
H 0.511 9.748 -4.224 0.0 0.0 0.2 0.124
H 1.935 -4.027 2.612 0.1 -0.1 -0.1 0.078
H 3.253 1.056 -2.054 -0.3 -0.2 0.2 0.083
H 3.376 4.986 -1.969 -0.1 0.1 0.4 0.112
H -2.163 1.532 4.120 0.1 0.1 0.1 0.116
H -3.902 -6.805 -1.285 -0.1 0.0 0.0 0.082
H 6.714 -3.938 5.754 0.0 0.2 -0.1 0.091
H 6.187 5.131 -2.970 0.1 0.2 -0.1 0.076
H 1.986 11.782 -4.409 0.0 0.0 0.0 0.080
H 5.440 6.408 -0.683 0.4 -0.1 0.1 0.070
H -0.941 -1.544 1.152 0.2 -0.3 0.2 0.061
H 5.047 -4.537 5.803 0.0 -0.1 -0.1 0.098
H 6.256 -5.319 4.744 -0.1 0.0 0.0 0.095
H -5.417 -8.281 -2.654 0.0 0.0 0.2 0.125
H -1.853 0.733 -0.488 -0.2 -0.3 0.0 0.028
H 1.330 3.219 6.613 -0.3 0.2 -0.1 0.100
H 5.128 2.311 -0.026 0.0 0.3 0.1 0.137
H -0.910 0.640 -1.786 0.2 -0.3 -0.1 0.039
H 3.410 3.606 0.748 -0.4 0.3 0.0 0.110
H -3.286 -1.785 -2.551 0.1 0.0 0.2 0.087
H 1.858 6.272 0.113 0.1 0.0 -0.1 0.062
H 3.151 2.148 6.112 0.1 -0.2 0.0 0.077
H 4.955 0.739 -1.902 0.0 0.0 0.0 0.082
H -4.951 1.925 1.846 0.1 0.0 0.0 0.075
H 3.595 -2.427 0.605 0.2 0.1 0.1 0.116
H 1.903 11.228 -2.733 -0.1 0.0 0.0 0.074
H -2.434 -1.744 -4.085 0.1 -0.1 0.0 0.077
H -4.149 -11.612 1.815 0.1 0.0 -0.2 0.092
H 3.932 0.276 -0.562 -0.3 0.0 0.0 0.065
H -1.688 -3.512 -1.706 -0.2 -0.2 0.0 0.122
H 0.396 7.223 -0.173 0.0 0.1 -0.1 0.100
H -4.029 -9.855 2.010 -0.1 0.1 0.0 0.098
H -5.569 -10.603 1.495 0.0 0.1 0.0 0.094
H -0.867 -3.540 -3.258 -0.1 -0.1 -0.2 0.127
H -6.959 -3.998 0.437 0.0 0.1 0.0 0.096
H -4.526 -4.779 -6.578 0.1 0.0 0.0 0.100
H 5.281 6.612 -2.782 -0.4 0.1 -0.3 0.069
H 5.861 3.263 -1.990 0.0 -0.1 -0.1 0.119
H -4.048 -8.711 -3.669 0.1 -0.2 0.1 0.122
H 1.837 4.332 4.469 -0.1 0.0 -0.3 0.119
H -3.841 -6.343 -2.996 0.0 -0.6 0.5 0.048
H 4.386 2.950 -2.880 -0.2 0.0 0.0 0.121
H -3.164 -5.935 -6.647 0.0 0.1 0.0 0.097
H -3.844 0.042 2.993 -0.1 -0.2 0.1 0.102
H -6.243 0.856 1.287 0.1 0.0 -0.1 0.076
H 2.442 3.538 -0.751 -0.4 -0.3 0.1 0.139
H -7.800 -4.606 1.871 0.1 0.1 0.1 0.094
H 0.175 4.469 5.006 0.0 0.0 0.2 0.131
```
Positions in Å, forces in eV/Å.

Summary:
HOMO energy ... -0.325 hartree
SMILES ... CNCC1=C(O)C(=O)C(P(N)O)=C(OC[C@@H](C)CC(C)C)C1=O.CCOC(=O)OC.CCOC(=O)OC.CCOC(=O)OC.CCOC(=O)OC.CCOC(=O)OC
Gap between HOMO and LUMO ... 7.879 eV
LUMO ... -0.98 eV
Total charge ... 0
Multiplicity ... 1
DFT total energy ... -90567.685 eV